# C3H9NSi

A 2-piece molecular cluster, C3H9NSi overall (ωB97M-V/def2-TZVPD, the OMol25 dataset).

XYZ file:
```
14
Properties=species:S:1:pos:R:3
C -0.8869 1.4565 -0.2005
Si -1.3820 -0.1886 0.5934
N -0.7061 -1.1564 -0.6503
H 0.1534 1.2554 -0.4554
H -1.4344 1.6543 -1.1191
H -0.9430 2.3042 0.4416
H -0.9211 -0.2062 1.8795
H -2.9846 -0.1301 0.7901
H 0.0986 -1.5855 -0.4407
H -1.2782 -1.8388 -1.1489
C 2.5863 -0.0316 -0.4088
C 2.5460 -0.7291 0.5878
H 2.6585 0.7313 -1.1503
H 2.4935 -1.5355 1.2817
```

Computed properties:
multiplicity	1
SMILES	C[SiH2]N.C#C
LUMO energy	0.979	eV
molar mass	87.2	g mol⁻¹
E_HOMO	-0.34983	hartree
frontier orbital gap	10.4978	eV

# C3H9NSi

A 2-piece molecular cluster, C3H9NSi overall (ωB97M-V/def2-TZVPD, the OMol25 dataset).

XYZ file:
```
14
Properties=species:S:1:pos:R:3
N -1.3082 -1.9995 3.2970
Si -1.8898 -1.0079 2.1595
H -1.4068 -2.0587 4.3672
H -2.3216 0.4355 2.2797
H -2.0088 -1.2575 0.7991
C 0.0095 -0.1519 -0.7613
C 0.6041 0.8683 -1.4028
C 1.9979 1.0861 -1.9034
H 0.3522 -0.9719 -0.1949
H -1.0531 -0.1588 -0.7540
H -0.0664 1.7337 -1.7826
H 1.8201 1.3362 -2.9546
H 2.6164 0.2096 -1.6777
H 2.6545 1.9367 -1.4712
```

Computed properties:
multiplicity	1
SMILES	N=[SiH2].C=CC
LUMO energy	0.072	eV
molar mass	87.2	g mol⁻¹
E_HOMO	-0.34693	hartree
frontier orbital gap	9.5121	eV

# C3H9O2

A 2-piece molecular cluster, C3H9O2 overall (ωB97M-V/def2-TZVPD, the OMol25 dataset).

XYZ file:
```
14
Properties=species:S:1:pos:R:3
C 0.5012 -0.2711 -0.4363
O 1.6766 -0.5963 -1.0166
C -0.5628 1.0547 -0.7009
C -1.9297 1.1147 0.3168
H 0.7534 0.0529 0.6665
H -0.2374 -1.1232 -0.2218
H -0.9693 1.1666 -1.7287
H -0.1279 1.9933 -0.5391
H -2.6667 1.9014 0.2984
H -1.3985 1.1164 1.3305
H -2.5765 0.1994 0.2230
H 2.3566 -1.6647 -0.0252
H 2.2434 -2.7404 1.1105
O 2.9376 -2.2036 0.7229
```

Computed properties:
multiplicity	1
LUMO energy	4.060	eV
molar mass	77.1	g mol⁻¹
charge	-1
E_HOMO	-0.11504	hartree
frontier orbital gap	7.1899	eV

# C3H9O2

A 2-piece molecular cluster, C3H9O2 overall (ωB97M-V/def2-TZVPD, the OMol25 dataset).

XYZ file:
```
14
Properties=species:S:1:pos:R:3
O 1.9840 0.7811 0.0457
H 2.4781 1.5751 0.2828
H 1.0046 0.9621 0.1875
C -0.3356 0.1147 0.1548
C -0.7944 0.0503 -1.2699
C -0.0386 -1.2390 0.7243
O -1.1475 0.8803 0.9455
H -0.0196 -0.4663 -1.8427
H -1.7211 -0.5384 -1.3930
H -0.9169 1.0472 -1.7147
H 0.6978 -1.7168 0.0770
H 0.3992 -1.1904 1.7279
H -0.9205 -1.9016 0.7306
H -0.6694 1.6417 1.3441
```

Computed properties:
expectation value of S²	0.7528
multiplicity	2
LUMO energy (alpha / beta)	0.616 / 0.043	eV
molar mass	77.1	g mol⁻¹
E_HOMO (alpha / beta)	-0.29724 / -0.39195	hartree
frontier orbital gap (alpha / beta)	8.7044 / 10.7080	eV

# C3H9O2P

One molecule with the formula C3H9O2P (ωB97M-V/def2-TZVPD, the OMol25 dataset).

XYZ file:
```
15
Properties=species:S:1:pos:R:3
C -0.8179 -1.8821 -0.7093
P 0.2641 -0.4180 -0.3930
C -0.8606 1.2927 -0.6424
C 0.8606 0.1695 1.2429
O 1.8820 -1.1807 -0.7448
O 1.4444 0.0344 -1.4414
H -1.8640 -1.8396 -1.1637
H -0.1495 -2.6770 -1.1198
H -0.8137 -2.1906 0.3961
H -0.6084 1.8208 0.2406
H -0.5876 1.5849 -1.6624
H -1.8538 0.7443 -0.7650
H 0.2450 0.9936 1.5585
H 0.9337 -0.5226 2.0402
H 1.7440 0.5294 0.8778
```

Computed properties:
multiplicity	1
SMILES	CP1(C)(C)OO1
LUMO energy	0.702	eV
molar mass	108.1	g mol⁻¹
E_HOMO	-0.33045	hartree
frontier orbital gap	9.6938	eV

# C3H9O2P

A 2-piece molecular cluster, C3H9O2P overall (ωB97M-V/def2-TZVPD, the OMol25 dataset).

XYZ file:
```
15
Properties=species:S:1:pos:R:3
C 1.6370 -1.2466 -0.1393
C 2.5663 -0.3900 0.0886
C 2.1964 1.0495 0.4863
H 0.6005 -0.8955 -0.1778
H 1.7670 -2.2465 -0.3597
H 3.5543 -0.6057 -0.0392
H 2.1214 1.6049 -0.4881
H 1.1300 1.0669 0.8740
H 2.8981 1.4421 1.2388
O -2.3857 1.1631 -0.0517
P -2.6720 -0.5299 -0.0523
O -4.2910 -0.7420 0.0962
H -1.6959 1.2334 0.6342
H -2.6862 -0.6328 -1.4983
H -4.7401 -0.2709 -0.6117
```

Computed properties:
multiplicity	1
SMILES	C=CC.OPO
LUMO energy	0.688	eV
molar mass	108.1	g mol⁻¹
E_HOMO	-0.35744	hartree
frontier orbital gap	10.4140	eV

# C3H9O2S

A 2-piece molecular cluster, C3H9O2S overall (ωB97M-V/def2-TZVPD, the OMol25 dataset).

XYZ file:
```
15
Properties=species:S:1:pos:R:3
C -0.4135 0.3667 -0.5965
O -0.4523 -0.9373 -0.9900
C -0.0775 0.4940 0.8954
C 0.9128 -0.5675 1.3258
S 1.1592 -0.6031 3.1346
H -1.3915 0.8781 -0.7059
H 0.3265 0.9745 -1.1807
H 0.2764 1.4945 1.1876
H -0.9966 0.3324 1.4649
H 1.8715 -0.4591 0.8246
H 0.4814 -1.5285 1.0321
H 1.2106 0.7251 3.3003
H -0.9794 0.2587 -3.6826
H -0.8089 -0.7557 -2.5194
O -1.1188 -0.6730 -3.4902
```

Computed properties:
multiplicity	1
LUMO energy	3.179	eV
molar mass	109.2	g mol⁻¹
charge	-1
E_HOMO	-0.12395	hartree
frontier orbital gap	6.5520	eV

# C3H9O2S

A 2-piece molecular cluster, C3H9O2S overall (ωB97M-V/def2-TZVPD, the OMol25 dataset).

XYZ file:
```
15
Properties=species:S:1:pos:R:3
C -1.4452 0.2221 -0.0068
O -1.4997 0.2732 -1.4011
C -0.1785 0.8109 0.5884
C 1.0410 -0.0986 0.5248
S 2.4802 0.3422 1.6560
H -1.6185 -0.8248 0.2999
H -2.3039 0.8129 0.3529
H -0.0050 1.6445 -0.1079
H -0.3422 1.2307 1.5842
H 1.4977 -0.1063 -0.4560
H 0.8077 -1.0945 0.8990
H 2.6928 1.5731 1.2155
H -3.3766 -1.4033 -2.9136
H -1.9384 -1.1966 -2.1541
O -2.5540 -1.8183 -2.6539
```

Computed properties:
multiplicity	1
LUMO energy	3.109	eV
molar mass	109.2	g mol⁻¹
charge	-1
E_HOMO	-0.11261	hartree
frontier orbital gap	6.1730	eV

# C3H9O2S

A 2-piece molecular cluster, C3H9O2S overall (ωB97M-V/def2-TZVPD, the OMol25 dataset).

XYZ file:
```
15
Properties=species:S:1:pos:R:3
C 0.4292 0.2950 0.6200
O 1.5021 0.5122 -0.1947
C -0.4580 -1.0367 0.1311
C -1.3379 -0.5310 -1.1122
S -1.7595 -1.8363 -2.5511
H 0.9091 -0.1267 1.5466
H -0.2711 1.1254 0.6697
H -0.9809 -1.5722 0.9615
H 0.2626 -1.6935 -0.3669
H -2.3742 -0.3302 -0.8273
H -0.9567 0.3596 -1.6429
H -1.6676 -2.7844 -1.5942
H 2.4286 1.8969 1.0676
H 1.7945 3.1398 1.4664
O 2.4798 2.5822 1.8264
```

Computed properties:
multiplicity	1
LUMO energy	3.271	eV
molar mass	109.2	g mol⁻¹
charge	-1
E_HOMO	-0.11039	hartree
frontier orbital gap	6.2748	eV

# C3H9O2S2

A 2-piece molecular cluster, C3H9O2S2 overall (ωB97M-V/def2-TZVPD, the OMol25 dataset).

XYZ file:
```
16
Properties=species:S:1:pos:R:3
C 0.2010 0.9101 0.2697
C 1.5865 1.3785 -0.1239
O 2.2511 2.0954 0.9202
C -0.7420 0.7990 -0.9055
S -2.1956 -0.3438 -0.6646
S -2.2974 -0.8232 1.3026
H -0.2274 1.5078 1.0448
H 0.2649 -0.0654 0.7006
H 2.2531 0.5947 -0.5081
H 1.5369 2.1018 -0.9568
H -0.2073 0.3638 -1.7435
H -1.1102 1.7796 -1.2086
H -0.4500 -4.1756 0.2352
H -1.8038 -3.6161 0.2349
H 2.1642 1.6290 1.7564
O -1.2241 -4.1357 -0.3534
```

Computed properties:
multiplicity	1
LUMO energy	3.375	eV
molar mass	141.2	g mol⁻¹
charge	-1
E_HOMO	-0.08307	hartree
frontier orbital gap	5.6356	eV

# C3H9O3

A 2-piece molecular cluster, C3H9O3 overall (ωB97M-V/def2-TZVPD, the OMol25 dataset).

XYZ file:
```
15
Properties=species:S:1:pos:R:3
C 0.6243 0.7219 -0.5443
O 1.1728 -0.0555 0.4710
C -0.2985 -0.1290 -1.5203
C -1.4577 -0.4788 -0.6386
O -1.0341 -1.4910 0.2443
H -0.0316 1.4712 -0.0910
H 1.4136 1.1823 -1.1900
H 0.2192 -1.0365 -1.8017
H -0.3928 0.4841 -2.4130
H -1.7840 0.3871 -0.0254
H -2.4418 -0.7777 -1.0625
H -0.1292 -1.0057 0.6338
H 1.1698 -0.1904 3.2914
H 1.3503 0.3758 1.8183
O 1.6196 0.5424 2.8281
```

Computed properties:
multiplicity	1
LUMO energy	4.287	eV
molar mass	93.1	g mol⁻¹
charge	-1
E_HOMO	-0.14643	hartree
frontier orbital gap	8.2710	eV

# C3H9O3

C3H9O3 as an isolated structure (ωB97M-V/def2-TZVPD, the OMol25 dataset).

XYZ file:
```
15
Properties=species:S:1:pos:R:3
C -0.9240 0.9784 -0.2765
O 0.0145 0.6428 0.8173
C -0.1837 0.7546 -1.6963
C 0.3525 -0.7420 -1.7425
O 1.1920 -0.8812 -0.7156
H -1.7642 0.2602 -0.2840
H -1.3013 1.9439 -0.3971
H 0.8316 1.3666 -1.7802
H -0.9922 1.0210 -2.4735
H -0.4000 -1.5125 -1.7994
H 1.0424 -0.9191 -2.6232
H 0.7661 -0.0703 0.1807
H 0.1483 -1.3167 2.6569
H -0.4545 -0.0108 2.5136
O -0.3746 -0.6002 3.1855
```

Computed properties:
expectation value of S²	0.7597
multiplicity	2
LUMO energy (alpha / beta)	0.725 / -3.238	eV
molar mass	93.1	g mol⁻¹
E_HOMO (alpha / beta)	-0.39092 / -0.38997	hartree
frontier orbital gap (alpha / beta)	11.3625 / 7.3738	eV

# C3H9O3V

C3H9O3V as an isolated structure (ωB97M-V/def2-TZVPD, the OMol25 dataset).

XYZ file:
```
16
Properties=species:S:1:pos:R:3
V -0.6806 0.0594 -2.1495
O 0.7047 -1.0980 -1.7283
H 0.5069 -2.0765 -1.0996
C -1.8078 1.5832 0.2686
O -0.7319 0.8367 -0.2739
C 0.2127 0.3736 0.6862
C 1.2943 -0.4548 0.0210
H -2.4968 1.8234 -0.5490
H -2.3381 0.9907 1.0281
H -1.4088 2.5156 0.6937
H -0.3454 -0.2332 1.4172
H 0.6617 1.2571 1.1668
H 2.0797 -0.6095 0.7806
H 1.8990 0.2502 -0.5825
O 0.8154 -2.3598 0.1819
H 1.6351 -2.8582 0.1388
```

Computed properties:
expectation value of S²	6.0107
multiplicity	5
LUMO energy (alpha / beta)	0.475 / 0.438	eV
molar mass	144.0	g mol⁻¹
E_HOMO (alpha / beta)	-0.21911 / -0.32058	hartree
frontier orbital gap (alpha / beta)	6.4374 / 9.1612	eV

# C3H9O3Y

C3H9O3Y as an isolated structure (ωB97M-V/def2-TZVPD, the OMol25 dataset).

XYZ file:
```
16
Properties=species:S:1:pos:R:3
O -1.3897 0.9889 -3.3037
H -1.8555 0.0674 -2.9426
H -2.1251 1.5666 -3.5245
C 1.7847 0.9025 1.5734
O 0.8734 0.3604 0.6241
C 0.1305 -0.7819 1.0799
C -0.7374 -1.3258 -0.0426
H 2.3099 1.7308 1.0869
H 1.2383 1.2726 2.4520
H 2.4950 0.1224 1.8767
H -0.4949 -0.4452 1.9215
H 0.8650 -1.5381 1.3933
H -0.1319 -2.0595 -0.6077
H -1.5973 -1.8288 0.4347
Y -0.1516 1.3286 -1.0888
O -1.2134 -0.3610 -0.9326
```

Computed properties:
multiplicity	1
LUMO energy	-9.936	eV
molar mass	182.0	g mol⁻¹
charge	+2
E_HOMO	-0.69585	hartree
frontier orbital gap	8.9988	eV

# C3H9O4PS

One molecule with the formula C3H9O4PS (ωB97M-V/def2-TZVPD, the OMol25 dataset).

XYZ file:
```
18
Properties=species:S:1:pos:R:3
C 1.7144 -0.5268 -1.4850
S 2.6720 -0.1763 -0.0989
O 2.7768 -1.2360 0.8990
O 1.8428 1.0912 0.4810
P 0.2367 1.3163 0.2660
O -0.2969 1.9360 -0.9234
O -0.6090 0.0518 0.7416
C -1.6206 -0.5856 -0.0719
C -2.7565 -0.5663 0.9299
H 2.1591 -1.3036 -2.1670
H 1.7585 0.4871 -1.9144
H 4.0150 0.5786 -0.0850
H 0.1552 2.1170 1.3982
H -1.7806 0.0002 -1.0143
H -1.2164 -1.5892 -0.2987
H -2.2975 -0.5857 1.9860
H -3.3401 0.3240 0.6401
H -3.4130 -1.3329 0.7167
```

Computed properties:
multiplicity	1
SMILES	C=[S@H](=O)O[P@@H](=O)OCC
LUMO energy	-0.074	eV
molar mass	172.1	g mol⁻¹
E_HOMO	-0.34804	hartree
frontier orbital gap	9.3966	eV

# C3H9O4S

A 3-piece molecular cluster, C3H9O4S overall (ωB97M-V/def2-TZVPD, the OMol25 dataset).

XYZ file:
```
17
Properties=species:S:1:pos:R:3
O -0.1366 -0.8350 1.5036
C -0.5581 -0.1174 0.4768
O -1.3437 0.8324 0.4545
C 0.5236 -0.2437 -0.7449
C -0.2136 -0.3636 -2.1097
S 0.8694 -0.0967 -3.3869
H 1.2242 -1.0284 -0.7090
H 1.1027 0.7059 -0.5935
H -1.1190 0.4685 -2.1123
H -0.7422 -1.3711 -2.0909
H 1.6318 1.0335 -3.0811
H -2.5867 -1.8774 2.4172
H -1.0337 -2.3328 2.1667
O -1.9812 -2.6040 2.4189
H 0.9302 2.3614 1.3635
H 1.8066 2.4685 2.3795
O 1.6263 3.0000 1.6475
```

Computed properties:
multiplicity	1
LUMO energy	3.038	eV
molar mass	141.2	g mol⁻¹
charge	-1
E_HOMO	-0.16983	hartree
frontier orbital gap	7.6596	eV

Energy in Ha, matching the order above: -463.8554 -463.8279 -270.1284 -270.0915 -611.3809 -611.5084 -668.3820 -668.3677 -668.3344 -1066.5965 -345.4240 -345.2668 -1289.1634 -383.1353 -1160.1194 -818.8862